Computed, not measured: a cluster of 2 separate species, C2H6IN2 in total, with the ωB97M-V functional and the def2-TZVPD basis.

Structure (XYZ):
```
11
Properties=species:S:1:pos:R:3:forces:R:3
C -1.2734 -0.8876 -0.5000 0.7742 0.0063 0.8178
C 1.6429 0.4491 1.1775 0.0102 -0.1334 0.0251
N -2.2386 -1.6672 -0.8336 -0.5335 -0.1705 -0.3911
N 1.6273 1.5186 0.4926 -0.1233 -0.0145 -0.0797
I -0.9558 0.7664 -1.8031 -0.2596 0.0274 -0.3389
H 2.3167 0.3241 2.0167 0.0813 0.1976 -0.0263
H 0.9674 -0.3591 0.9162 -0.2182 0.0204 -0.1590
H -2.8590 -1.5851 -1.6370 0.0571 0.0961 -0.0146
H 2.2410 2.3042 0.7014 -0.0873 -0.1146 -0.0198
H 0.9594 1.6006 -0.2998 0.2078 -0.0302 0.2373
H -2.4281 -2.4640 -0.2308 0.0913 0.1155 -0.0508
```
Forces are in eV/Å.

Summary:
**Gap between HOMO and LUMO**: 0.272 Ha
**Total charge**: +1
**HOMO**: -12.39 eV
**ΔE to the lowest compared entry with this formula, charge and spin**: 199.86 kJ/mol
**M**: 184.99 g mol⁻¹

Computed, not measured: a structure of composition C50H30F15GeN2O6PtSTe, with the ωB97M-V functional and the def2-TZVPD basis.

Structure (XYZ):
```
107
Properties=species:S:1:pos:R:3:forces:R:3
Pt 0.1929 0.2385 1.4112 -0.2593 -0.0295 0.2091
O 4.5512 0.0416 5.4901 -0.1641 0.0180 -0.2361
C 3.5146 0.1656 4.6067 0.1982 0.3313 -0.6003
C 2.2758 -0.4019 4.8664 -0.4738 -0.0710 -0.1877
C 1.2569 -0.2557 3.9364 1.1269 0.8861 -0.4811
N 1.4881 0.4540 2.8073 1.0185 -0.8531 1.8260
C 2.6875 0.9597 2.5085 -0.3633 0.1504 0.0667
C 3.7320 0.8668 3.3996 -0.0336 -0.3995 0.8026
C 2.7076 1.5609 1.1065 0.0627 0.1649 -0.4697
O 3.6449 2.2465 0.7328 0.4297 -0.1220 0.3066
O 1.6816 1.2828 0.3827 -0.4187 -0.3808 -0.0712
C -0.1227 -0.8386 4.0159 -1.4199 -0.4598 0.1827
O -0.5264 -1.3604 5.0501 0.5971 0.2199 -0.1608
O -0.8416 -0.7144 2.9413 0.4647 0.0740 -0.1562
H 4.3045 -0.5980 6.1706 -0.0018 0.1175 -0.0986
H 2.0874 -0.9804 5.7593 -0.0716 -0.0497 0.0914
H 4.6955 1.2866 3.1690 0.1340 0.0603 -0.1037
F 2.6767 -3.4299 2.3532 0.3166 -0.1100 0.2285
C 3.7231 -4.0704 1.7923 -0.3028 0.0812 -0.8792
C 3.7462 -4.2158 0.3984 0.4955 -0.1713 0.3820
C 4.8758 -4.8665 -0.1230 -0.8327 0.5124 -0.0616
F 4.9772 -4.9831 -1.4618 0.3026 -0.1155 0.2947
C 5.8888 -5.3585 0.6679 0.5008 -0.2183 0.6090
F 6.9623 -5.9778 0.1267 -0.2948 0.1780 0.1244
C 5.8305 -5.1979 2.0588 -0.3468 0.1869 -0.2380
F 6.8156 -5.6790 2.8540 -0.4567 0.2088 -0.3719
C 4.7272 -4.5308 2.6117 0.6841 -0.3966 0.2720
F 4.6823 -4.3381 3.9479 -0.0109 -0.0496 -0.2985
Ge 2.2496 -3.6117 -0.7722 -1.2872 -1.1195 0.0015
S 1.0815 -2.1393 0.5337 0.6423 -0.6531 -0.8285
C 1.0814 -5.0739 -1.4096 1.0795 1.1610 0.5442
C 1.5354 -5.9937 -2.3727 -0.4555 -0.1984 -0.1957
F 2.7880 -5.8363 -2.8402 0.2693 -0.2041 -0.2171
C 0.7616 -7.0293 -2.8392 -0.0785 0.1624 0.1140
F 1.2371 -7.8980 -3.7599 -0.0214 0.0588 0.0553
C -0.5442 -7.1988 -2.3536 0.1349 -0.0001 0.0735
F -1.3292 -8.2057 -2.8087 0.0401 0.0159 -0.0315
C -1.0216 -6.3137 -1.3741 0.1467 0.1291 0.0196
F -2.2751 -6.4736 -0.8948 0.1873 -0.0040 -0.0963
C -0.2180 -5.2946 -0.9227 -0.3785 -0.1531 0.0561
F -0.6995 -4.4624 0.0153 -0.2719 -0.1894 0.0120
C 3.1105 -2.6716 -2.2767 0.2621 0.7560 -0.3366
C 4.0711 -1.7036 -1.9482 -0.6678 -0.9016 0.2380
F 4.4725 -1.6489 -0.6603 0.2401 0.3536 -0.4401
C 4.6142 -0.8444 -2.8729 0.2944 0.4499 -0.6928
F 5.5678 0.0417 -2.5334 -0.2266 -0.2137 -0.0800
C 4.1865 -0.9108 -4.2055 -0.2028 -0.2374 0.2445
F 4.7200 -0.0923 -5.1411 -0.2893 -0.3955 0.4928
C 3.1910 -1.8321 -4.5564 0.4375 0.5517 -0.5031
F 2.7705 -1.8863 -5.8394 0.1175 0.0205 0.3718
C 2.6677 -2.6759 -3.6033 -0.1580 -0.5658 0.9885
F 1.6935 -3.5428 -3.9531 0.3490 0.4426 -0.2759
C -7.1455 6.5771 -0.4798 0.0676 -0.0563 -0.0363
C -6.0926 5.5204 -0.2968 0.0380 -0.0264 -0.0015
C -5.5376 5.2538 0.9451 -0.0982 0.0793 -0.0974
C -4.5713 4.2726 1.1066 0.0262 -0.0096 0.1414
C -4.0054 4.0367 2.4703 -0.0998 0.0148 0.0223
C -4.1255 3.5071 0.0254 0.2172 -0.3532 0.2527
Te -2.7773 1.7147 0.3198 -1.1160 1.0029 -0.4543
N -1.1645 -0.1348 0.0488 -0.0497 -1.1253 -1.1573
C -0.9689 -1.0569 -0.8026 -0.1332 1.0089 1.4276
O 0.1776 -1.7836 -0.8798 0.5358 -0.3787 -0.2978
C -1.9442 -1.5033 -1.8116 -0.2329 -0.2959 -0.4720
C -1.5357 -2.3354 -2.8587 0.0640 0.2224 0.2330
C -2.4462 -2.7799 -3.7942 -0.2182 0.0025 -0.1637
C -3.7786 -2.3992 -3.7095 0.0648 0.0056 -0.0033
C -4.1954 -1.5900 -2.6623 -0.1342 -0.0657 -0.1446
C -3.2914 -1.1521 -1.7144 0.2846 0.0263 0.2570
C -1.0722 2.8838 0.8293 -0.2462 -0.0575 0.1143
C -0.5757 2.9533 2.1346 -0.1903 0.4118 0.1357
C -1.2492 2.3374 3.3291 -0.0857 -0.1571 0.0057
C 0.5849 3.6904 2.3704 -0.0090 -0.0031 -0.1107
C 1.2722 4.3260 1.3515 -0.1813 0.0631 -0.0288
C 2.5743 5.0199 1.5919 0.0815 -0.0486 -0.0832
C 0.7543 4.2480 0.0661 0.0102 0.0318 0.1513
C -0.3985 3.5335 -0.2064 0.0036 0.1343 -0.1249
C -0.9066 3.4654 -1.6127 0.1203 0.0298 -0.0905
C -4.6947 3.7680 -1.2263 0.1096 -0.0801 -0.0197
C -4.3385 2.9996 -2.4677 0.0938 -0.1595 0.0355
C -5.6481 4.7701 -1.3709 -0.1119 0.1195 0.1062
H -7.4204 7.0253 0.4729 -0.0242 0.0611 0.0507
H -8.0428 6.1518 -0.9293 -0.0870 0.0263 -0.0345
H -6.7831 7.3643 -1.1418 -0.0500 0.0982 -0.0196
H -5.8759 5.8101 1.8106 -0.0282 0.0889 0.0976
H -4.5942 4.5383 3.2347 -0.0638 0.0781 0.1271
H -2.9883 4.4207 2.5073 0.1621 -0.0611 0.1000
H -3.9797 2.9671 2.6764 0.1063 0.0413 0.1199
H -0.5008 -2.6348 -2.9269 0.0453 -0.0591 0.0379
H -2.1140 -3.4324 -4.5885 0.0197 -0.0509 -0.0922
H -4.4876 -2.7390 -4.4515 -0.0738 -0.0523 -0.0316
H -5.2374 -1.3128 -2.5742 -0.0584 0.0213 0.0055
H -3.6239 -0.5631 -0.8690 0.0310 -0.0772 -0.1245
H -1.9247 1.5313 3.0418 0.0390 0.1276 0.1541
H -1.8067 3.0896 3.8877 -0.0646 0.0670 0.0124
H -0.5035 1.9271 4.0095 0.0400 -0.0229 0.0419
H 0.9702 3.7363 3.3811 0.0645 0.0154 0.1450
H 2.7580 5.1653 2.6540 0.0260 0.0781 0.1038
H 2.6073 5.9807 1.0801 0.0156 0.1246 0.0239
H 3.3653 4.3878 1.1868 0.1170 0.0781 0.0438
H 1.2885 4.7221 -0.7467 0.0480 0.0356 -0.0985
H -0.2551 4.0214 -2.2842 0.0496 0.0741 -0.0502
H -1.9114 3.8860 -1.6596 -0.0211 -0.0456 -0.1357
H -0.9470 2.4277 -1.9478 -0.0785 0.0162 -0.0526
H -3.6270 2.2067 -2.2469 -0.0035 0.0240 -0.1489
H -3.9104 3.6671 -3.2143 0.0667 0.0241 -0.1264
H -5.2335 2.5523 -2.8962 -0.0847 -0.0847 -0.1091
H -6.0694 4.9531 -2.3528 -0.0473 0.0089 -0.1315
```
Forces are in eV/Å.

Summary:
**Gap between HOMO and LUMO (alpha / beta)**: 0.106 / 0.228 Ha
**Total charge**: -2
**HOMO (alpha / beta)**: 0.70 / -2.64 eV
**ΔE to the lowest compared entry with this formula, charge and spin**: 199.70 kJ/mol
**Multiplicity**: 2
**M**: 1467.12 g mol⁻¹

Computed, not measured: a cluster of 2 separate species, CH2NO2S3 in total, with the ωB97M-V functional and the def2-TZVPD basis.

Structure (XYZ):
```
9
Properties=species:S:1:pos:R:3:forces:R:3
C -0.3308 0.1073 -1.1987 -2.3668 -1.1906 -0.4828
N 0.8122 0.3673 -0.6933 0.8887 0.2001 1.6385
O 2.8267 0.3472 0.6069 0.2372 -0.1467 0.6536
O 0.3800 -0.0231 2.6446 1.1744 0.4440 -1.7490
S -0.7438 0.4183 -2.7656 -0.1095 0.2134 -0.6170
S -1.6694 -0.8332 -0.1968 0.5161 -0.2616 -1.3180
S 1.4668 0.8338 0.6578 -0.7359 -0.3093 0.5043
H -2.2731 -1.4427 -1.3267 0.8299 1.0522 1.2913
H -0.4686 0.2252 2.2718 -0.4343 -0.0014 0.0789
```
Forces are in eV/Å.

Summary:
**Gap between HOMO and LUMO (alpha / beta)**: 0.284 / 0.284 Ha
**Total charge**: -1
**HOMO (alpha / beta)**: -4.80 / -4.80 eV
**ΔE to the lowest compared entry with this formula, charge and spin**: 237.55 kJ/mol
**M**: 156.23 g mol⁻¹

Computed, not measured: a cluster of 3 separate species, C43H47BrNO7P in total, with the ωB97M-V functional and the def2-TZVPD basis.

Structure (XYZ):
```
100
Properties=species:S:1:pos:R:3:forces:R:3
C 4.3121 1.0892 -3.7223 -0.3867 0.0291 6.9927
C 4.2255 0.9161 -2.4090 0.1684 2.2373 -4.8964
C 4.0990 1.1433 -0.8103 -0.0024 -0.2366 1.2416
C 5.1570 2.1281 -0.1111 -2.8263 -2.0097 2.0647
C 5.0769 2.3852 1.4458 -1.6054 -1.5997 -2.2712
C 6.2208 3.3734 2.0602 -1.0707 -0.7251 -0.8397
C 5.6109 4.7916 2.5552 3.6721 3.4285 3.0538
O 6.3100 5.6792 3.1638 -3.6432 -5.0359 -3.4442
Br 3.6671 5.2390 2.2854 1.3923 -0.5133 -0.0654
C 3.9267 1.7174 2.3426 0.5502 -0.6385 -2.9772
C 3.8748 2.0356 3.9172 -0.7507 -0.3876 0.0292
C 4.5779 0.9314 4.8602 1.1019 0.0252 0.9299
C 4.4793 1.4048 6.4331 1.1062 -0.4319 -0.7289
C 6.1821 0.7544 4.5817 -0.4395 -0.5618 0.8399
C 2.8906 0.7459 1.6247 1.5413 1.0739 -2.0445
C 2.9786 0.4297 0.0517 1.5449 2.2608 1.8087
C 1.8950 -0.6209 -0.5704 1.8047 -1.1946 -1.8012
O 2.3261 -1.3779 -1.5004 -2.3796 3.0531 3.6258
C 0.3941 -0.6733 0.0473 -1.8584 0.2105 1.9232
C -0.8952 -1.0564 -0.8325 0.2658 1.0371 4.7315
P -0.6740 -1.4600 -2.6687 -2.5529 -1.8159 -2.0143
O -1.9004 -2.1409 -3.3355 2.0500 1.4917 1.8321
C -2.3010 -1.1003 -0.0633 1.9374 1.0345 1.0975
C -3.6775 -1.4993 -0.8565 0.4885 -0.0587 0.5619
C -3.7816 -3.1144 -0.7781 -0.2899 -0.4343 -0.5298
O -2.6614 -3.6089 0.0546 -1.5866 -1.2433 2.4092
C -3.0987 -4.6191 0.9738 -1.5346 -3.8918 -1.2847
C -2.8576 -4.5590 2.5836 0.4761 0.1010 0.1947
O -3.6789 -5.6655 0.5293 2.2362 4.7190 1.7632
C -2.4218 -0.7946 1.5107 3.2516 0.3701 -0.6256
C -3.8770 -0.9028 2.2552 0.2607 -1.0464 -1.7425
C -4.8325 0.3804 1.9911 -0.2393 -0.2393 0.2447
C -4.2709 1.4398 0.9100 -1.2181 0.5001 0.1970
O -5.1624 2.6217 0.9939 -0.2481 -1.1274 -1.0407
C -1.1210 -0.3987 2.3674 0.0835 -1.2552 -3.2463
C -1.2025 -0.0523 3.9478 0.0056 0.4234 -0.1702
N -0.9397 1.4442 4.0722 -0.9891 -0.3232 0.9216
C -2.1761 2.2355 3.7367 -0.6719 1.3004 -0.0520
C 0.2977 -0.3503 1.6163 -2.1000 -0.5872 -1.8918
C 1.6777 -0.0061 2.4167 0.9973 -0.5093 2.4461
O 1.8738 -0.3343 3.6356 -1.2608 1.3646 -5.0626
H 4.3966 1.4837 -4.8111 -0.2096 -1.3358 2.5487
H 5.9814 2.5988 -0.7864 -1.7308 -0.9170 1.4728
H 7.0154 3.6080 1.2380 -1.6080 -0.2833 1.4079
H 6.7877 2.7995 2.8882 -1.1139 1.4096 -1.0412
H 2.7435 2.1148 4.2028 2.0251 -0.2641 -0.4896
H 4.3260 3.0680 4.2041 -0.5876 -1.7680 -0.8690
H 4.1288 -0.1245 4.7921 0.3270 1.8656 -0.2564
H 3.4726 1.8928 6.6927 1.5768 -0.8546 -0.2841
H 4.7230 0.4663 7.0797 -0.7739 1.7196 -0.9921
H 5.3753 2.1315 6.6237 -1.8540 -1.0037 -0.2527
H 6.5920 0.0426 5.4140 -0.7315 1.2570 -1.4746
H 6.7362 1.7558 4.7339 -0.8500 -1.5415 -0.4798
H 6.4167 0.2322 3.5831 -0.3662 1.1091 1.3710
H 0.4639 -2.3318 -2.9281 -0.5502 1.0249 0.8728
H -0.3949 -0.2570 -3.4442 0.2141 -0.5174 1.1549
H -4.6226 -1.0775 -0.3383 1.8441 -0.5301 -0.6218
H -3.6971 -1.0740 -1.9370 0.3638 -1.0821 1.8710
H -4.7481 -3.4631 -0.2265 1.5241 0.7413 -1.4138
H -3.6490 -3.6136 -1.8109 -0.4902 0.9879 1.6796
H -1.9023 -3.9889 2.8814 -1.5862 -0.6058 -0.6550
H -2.7376 -5.6331 3.0202 -0.3180 1.8355 -1.2997
H -3.7726 -4.1082 3.1499 1.5906 -0.5706 -1.3698
H -3.7827 -1.2116 3.3643 0.0207 0.8119 -1.9034
H -4.3994 -1.8077 1.7296 1.0337 1.4811 1.0401
H -5.0463 0.8579 3.0315 0.4901 -0.3570 -2.0725
H -5.8798 0.0360 1.6032 1.8961 0.4577 0.6826
H -3.2176 1.8255 1.1576 -1.6617 -0.8443 -0.5420
H -4.3810 1.0632 -0.1871 0.7242 0.3169 2.0931
H -5.9194 2.4744 0.3595 1.3053 0.2018 1.0949
H -2.2392 -0.2264 4.4157 1.3380 -0.2271 -1.1406
H -0.4501 -0.6706 4.5826 -1.0699 1.2304 -1.4827
H -0.7463 1.6831 5.0721 -0.0177 -0.7005 -1.2267
H -2.1116 2.7841 2.7141 0.0583 -1.1198 1.6758
H -2.3318 3.0819 4.5255 0.3611 -1.5053 -1.3829
H -3.1470 1.6168 3.7411 1.4783 0.7607 0.0069
C -8.1306 0.3818 -4.1657 0.0422 -0.0780 0.0987
C -8.7292 0.5494 -2.9196 0.0581 -0.0481 -0.0247
C -8.3576 -0.2642 -1.8527 0.0901 0.0015 -0.0677
C -7.3796 -1.2398 -2.0295 -0.0009 0.1158 -0.1258
C -6.7781 -1.4049 -3.2754 -0.0342 0.0282 0.0650
C -7.1565 -0.5974 -4.3443 -0.0603 0.0420 0.1053
H -8.4232 1.0142 -4.9980 0.0277 -0.0651 0.0876
H -9.4867 1.3145 -2.7803 0.0700 -0.0911 -0.0177
H -8.8293 -0.1377 -0.8832 0.0297 -0.0115 -0.0855
H -7.0862 -1.8713 -1.1963 -0.0422 0.0190 -0.0737
H -6.0143 -2.1645 -3.4129 -0.0731 0.0752 -0.0029
H -6.6918 -0.7298 -5.3159 -0.0315 0.0092 0.1036
C 5.9503 -0.5146 -6.7749 -0.0671 -0.0241 -0.0832
C 6.1095 0.1031 -8.0125 -0.0562 -0.0576 0.0074
C 5.3760 -0.3375 -9.1107 -0.0438 -0.0562 0.0928
C 4.4754 -1.3902 -8.9688 0.0777 0.0558 0.0831
C 4.3135 -2.0053 -7.7303 0.0633 0.0652 -0.0160
C 5.0538 -1.5708 -6.6342 -0.0026 0.0452 -0.0740
H 6.5250 -0.1730 -5.9195 -0.0465 -0.0510 -0.0714
H 6.8067 0.9283 -8.1214 -0.0591 -0.0946 0.0040
H 5.5051 0.1397 -10.0769 -0.0176 -0.0394 0.0943
H 3.8998 -1.7307 -9.8238 0.0587 0.0310 0.0864
H 3.6101 -2.8249 -7.6195 0.0837 0.0873 -0.0093
H 4.9314 -2.0540 -5.6702 0.0019 0.0642 -0.0781
```
Forces are in eV/Å.

Summary:
**Gap between HOMO and LUMO**: 0.266 Ha
**HOMO**: -8.84 eV
**SMILES**: C#Cc1cc(CC(=O)Br)c(CC(C)C)c2c1C(=O)c1c([PH2]=O)c(CCOC(C)=O)c(CCCO)c(CNC)c1C2=O.c1ccccc1.c1ccccc1
**M**: 800.73 g mol⁻¹